Entry 1:
C29H21N4O4Pd | the ωB97M-V functional and the def2-TZVPD basis

CARTESIAN COORDINATES (ANGSTROEM)
Pd1 -1.418 -0.015 -1.670
O1 -2.090 -1.835 -2.687
C1 -1.287 -2.659 -3.139
C2 -1.702 -4.031 -3.336
C3 -0.844 -4.944 -3.821
C4 0.524 -4.609 -4.173
C5 0.980 -3.360 -4.035
C6 0.119 -2.305 -3.517
C7 0.633 -1.061 -3.491
N1 -0.030 0.108 -3.059
N2 0.362 1.154 -3.601
C8 -0.384 2.330 -3.171
O2 -1.449 2.188 -2.600
C9 0.223 3.605 -3.519
C10 -0.435 4.772 -3.119
C11 0.112 6.002 -3.421
C12 1.314 6.072 -4.118
C13 1.971 4.915 -4.517
C14 1.430 3.677 -4.221
H1 -2.720 -4.271 -3.065
H2 -1.172 -5.966 -3.955
H3 1.168 -5.391 -4.551
H4 1.995 -3.094 -4.298
H5 1.622 -0.853 -3.882
H6 -1.368 4.693 -2.577
H7 -0.391 6.909 -3.116
H8 1.742 7.038 -4.354
H9 2.903 4.980 -5.060
H10 1.932 2.774 -4.537
O3 -2.685 -0.179 -0.118
C15 -1.739 -0.232 0.737
N3 -1.783 -0.428 2.046
C16 -0.417 -0.431 2.584
C17 0.411 -0.221 1.262
O4 1.607 -0.212 1.182
N4 -0.501 -0.084 0.244
C18 -0.228 0.710 3.580
C19 0.913 1.502 3.601
C20 1.055 2.496 4.562
C21 0.065 2.704 5.508
C22 -1.074 1.910 5.494
C23 -1.216 0.919 4.539
C24 -0.035 -1.775 3.191
C25 -0.908 -2.854 3.203
C26 -0.519 -4.061 3.774
C27 0.744 -4.197 4.324
C28 1.623 -3.120 4.302
C29 1.235 -1.915 3.743
H11 -2.630 -0.539 2.575
H12 1.694 1.346 2.870
H13 1.947 3.107 4.566
H14 0.179 3.477 6.255
H15 -1.850 2.057 6.233
H16 -2.102 0.294 4.568
H17 -1.895 -2.775 2.766
H18 -1.211 -4.892 3.788
H19 1.045 -5.135 4.770
H20 2.613 -3.218 4.728
H21 1.922 -1.079 3.734

Cartesian forces (eV/Å) of the 2 atoms listed first:
-0.0697 -0.3864 0.0905
0.0531 0.1756 -0.0316

As for the max |F|: 0.00784 hartree/bohr. The total charge is +1. Its HOMO-LUMO gap is 0.1962 Eh. The LUMO energy comes out at -5.779 eV.

Results of the natural (NBO) charge analysis, in e, for atoms 1 through 6: Pd 1.120; O -0.567; C 0.519; C -0.293; C -0.098; C -0.189



Entry 2:
C37H25ClN6O4OsS3 | the ωB97M-V functional and the def2-TZVPD basis

CARTESIAN COORDINATES (ANGSTROEM)
Os1 0.353 0.053 -0.535
N1 -5.337 4.945 1.551
C1 -4.389 3.985 1.563
C2 -4.502 2.879 2.430
C3 -3.545 1.899 2.441
C4 -2.449 1.997 1.576
C5 -2.314 3.087 0.712
C6 -3.271 4.069 0.706
S1 -1.284 0.747 1.616
O1 0.031 1.302 1.077
O2 -1.224 0.130 2.894
N2 -1.416 -0.347 0.400
C7 -2.306 -1.422 0.470
N3 -3.347 -1.259 1.279
C8 -4.214 -2.264 1.315
C9 -4.052 -3.409 0.546
C10 -2.929 -3.458 -0.255
N4 -2.034 -2.466 -0.299
H1 -6.086 4.935 2.220
H2 -5.221 5.780 1.006
H3 -5.347 2.814 3.104
H4 -3.627 1.057 3.114
H5 -1.441 3.178 0.080
H6 -3.159 4.931 0.061
H7 -5.064 -2.145 1.976
H8 -4.765 -4.219 0.576
H9 -2.724 -4.317 -0.885
S2 2.105 -5.430 3.657
C11 0.797 -6.497 3.879
C12 -0.322 -6.077 3.227
C13 -0.111 -4.863 2.530
C14 1.165 -4.385 2.667
C15 1.732 -3.165 2.093
C16 0.964 -2.410 1.186
N5 1.404 -1.293 0.634
C17 2.662 -0.861 0.918
C18 3.494 -1.531 1.808
C19 4.804 -0.988 2.058
C20 5.229 0.130 1.431
C21 4.388 0.813 0.483
C22 4.762 1.961 -0.222
C23 3.896 2.561 -1.127
C24 2.634 1.970 -1.295
N6 2.261 0.876 -0.643
C25 3.114 0.300 0.244
C26 4.261 3.757 -1.883
C27 5.458 4.423 -1.866
C28 5.474 5.554 -2.715
C29 4.291 5.732 -3.365
S3 3.154 4.531 -2.955
C30 2.997 -2.699 2.403
H10 0.919 -7.383 4.481
H11 -1.258 -6.614 3.248
H12 -0.884 -4.364 1.963
H13 -0.029 -2.717 0.890
H14 5.446 -1.499 2.764
H15 6.215 0.529 1.628
H16 5.744 2.383 -0.049
H17 1.909 2.383 -1.984
H18 6.310 4.122 -1.274
H19 6.325 6.206 -2.839
H20 4.028 6.506 -4.068
H21 3.619 -3.231 3.113
Cl1 -3.927 -1.497 -6.076
C31 -2.713 -1.347 -4.871
C32 -1.884 -2.440 -4.585
C33 -0.898 -2.349 -3.630
C34 -0.732 -1.165 -2.914
O3 0.247 -1.138 -2.004
C35 -1.557 -0.052 -3.203
C36 -1.363 1.225 -2.606
O4 -0.563 1.488 -1.680
C37 -2.541 -0.160 -4.203
H22 -2.026 -3.362 -5.134
H23 -0.248 -3.184 -3.408
H24 -1.929 2.071 -3.004
H25 -3.160 0.695 -4.443

Cartesian forces (eV/Å) of the 2 atoms listed first:
-0.4149 -0.2942 -0.7213
-0.0039 0.0097 0.0117

As for the max |F|: 0.01716 hartree/bohr. The total charge is +2. Its HOMO-LUMO gap (spin up / spin down) is 0.1804 / 0.1803 Eh. The LUMO energy (spin up / spin down) comes out at -7.771 / -7.773 eV.

Results of the Löwdin charge analysis, in e, for atoms 1 through 6: Os 1.667; N 0.153; C -0.289; C -0.001; C -0.046; C -0.323



Entry 3:
C21H18Cl2N2O3 | the ωB97M-V functional and the def2-TZVPD basis

CARTESIAN COORDINATES (ANGSTROEM)
O1 1.766 0.067 2.452
Cl1 0.132 8.060 -1.781
Cl2 3.297 -4.768 4.067
N1 1.597 1.386 -1.333
O2 1.650 0.111 -0.739
O3 0.191 -2.401 -0.327
C1 1.344 -0.609 1.527
C2 0.781 2.147 -0.691
C3 1.454 5.650 -1.989
C4 -0.602 5.690 -0.680
C5 1.735 -4.898 1.835
C6 1.016 -4.285 0.816
C7 1.606 4.256 -1.717
C8 -0.450 4.306 -0.429
C9 2.219 -2.670 2.711
C10 0.325 6.360 -1.486
C11 2.368 -4.089 2.802
C12 0.884 -2.899 0.731
C13 0.639 3.587 -0.934
C14 1.466 -2.076 1.696
N2 -3.149 -1.916 -0.903
C15 -0.009 1.407 0.360
C16 -2.673 -2.275 0.451
C17 -2.072 -1.967 -1.923
C18 -1.651 -1.222 0.842
C19 -1.040 -0.877 -1.597
C20 0.613 -0.032 0.269
C21 -0.457 -1.120 -0.180
H1 2.180 6.212 -2.574
H2 -1.452 6.297 -0.315
H3 1.820 -5.977 1.852
H4 0.648 -4.884 -0.022
H5 2.445 3.728 -2.077
H6 -1.213 3.823 0.131
H7 2.699 -2.020 3.427
H8 -3.943 -2.483 -1.201
H9 -1.085 1.424 0.088
H10 0.117 1.799 1.354
H11 -2.185 -3.250 0.463
H12 -3.513 -2.297 1.141
H13 -1.658 -2.969 -1.968
H14 -2.524 -1.775 -2.886
H15 -2.207 -0.303 0.893
H16 -1.308 -1.409 1.848
H17 -0.258 -0.917 -2.364
H18 -1.539 0.078 -1.642

Cartesian forces (eV/Å) of the 2 atoms listed first:
-0.4302 0.5885 -1.1901
0.0940 -0.2615 -0.0582

As for the max |F|: 0.05540 hartree/bohr. The structure (SMILES) is O=C1c2cc(Cl)ccc2OC2(CCNCC2)[C@@]12CC(c1ccc(Cl)cc1)=NO2. Its HOMO-LUMO gap is 0.3125 Eh. The LUMO energy comes out at -0.247 eV.

Results of the natural (NBO) charge analysis, in e, for atoms 1 through 6: O -0.520; Cl 0.017; Cl 0.030; N -0.074; O -0.369; O -0.519



Entry 4:
C22H24FN3O3S | the ωB97M-V functional and the def2-TZVPD basis

CARTESIAN COORDINATES (ANGSTROEM)
C1 -0.564 3.400 0.905
H1 -1.092 3.144 1.820
C2 0.383 2.273 0.514
N1 -0.340 1.049 0.252
C3 -0.700 0.619 -0.984
O1 -0.436 1.154 -2.036
C4 -1.429 -0.707 -0.784
N2 -1.406 -0.852 0.650
C5 -0.765 0.173 1.240
S1 -0.514 0.386 2.841
C6 -2.056 -1.911 1.375
H2 -2.242 -2.728 0.678
H3 -1.377 -2.260 2.157
C7 -3.375 -1.433 2.011
C8 -4.229 -0.752 0.982
C9 -5.021 -1.494 0.113
C10 -5.754 -0.875 -0.884
C11 -5.680 0.501 -1.006
C12 -4.903 1.267 -0.156
C13 -4.181 0.630 0.837
H4 -3.574 1.215 1.512
H5 -4.873 2.339 -0.276
F1 -6.387 1.111 -1.979
H6 -6.375 -1.441 -1.561
H7 -5.069 -2.568 0.219
H8 -3.140 -0.739 2.818
H9 -3.887 -2.298 2.431
C14 -0.678 -1.834 -1.519
H10 -0.613 -1.575 -2.576
H11 -1.216 -2.776 -1.410
C15 0.706 -1.987 -0.884
O2 0.918 -2.806 -0.018
N3 1.599 -1.085 -1.357
C16 2.889 -0.796 -0.883
C17 3.515 -1.530 0.120
C18 4.780 -1.179 0.539
C19 5.452 -0.095 -0.027
C20 4.823 0.641 -1.026
C21 3.553 0.288 -1.445
H12 3.070 0.867 -2.220
H13 5.306 1.488 -1.487
O3 6.698 0.156 0.460
C22 7.429 1.231 -0.078
H14 7.609 1.098 -1.150
H15 8.381 1.232 0.449
H16 6.922 2.186 0.091
H17 5.276 -1.739 1.315
H18 3.008 -2.368 0.567
H19 1.289 -0.465 -2.095
H20 -2.458 -0.643 -1.162
H21 0.924 2.523 -0.401
H22 1.093 2.074 1.321
H23 -1.288 3.577 0.112
H24 0.001 4.312 1.073

Cartesian forces (eV/Å) of the 2 atoms listed first:
0.1079 -0.1611 -0.0582
-0.0351 0.0053 0.0639

As for the max |F|: 0.01427 hartree/bohr. The structure (SMILES) is CCN1C(=O)[C@@H](CC(=O)Nc2ccc(OC)cc2)N(CCc2ccc(F)cc2)C1=S. Its HOMO-LUMO gap is 0.3169 Eh. The LUMO energy comes out at 0.569 eV.

Results of the natural (NBO) charge analysis, in e, for atoms 1 through 6: C -0.617; H 0.223; C -0.223; N -0.464; C 0.707; O -0.608



Entry 5:
C29H53Br2InN3O5P2 | the ωB97M-V functional and the def2-TZVPD basis

CARTESIAN COORDINATES (ANGSTROEM)
C1 0.408 -5.015 -0.262
C2 0.459 -4.541 -1.694
Br1 0.617 -5.943 -2.971
C3 0.411 -3.291 -2.154
Br2 0.290 -1.949 -0.765
In1 0.430 -2.429 -4.210
N1 0.205 -3.772 -5.827
C4 2.336 -1.337 -4.427
C5 2.565 -0.406 -3.222
C6 3.366 0.856 -3.476
C7 3.151 1.984 -2.687
C8 3.885 3.140 -2.874
C9 4.863 3.196 -3.863
C10 5.079 2.087 -4.664
C11 4.340 0.935 -4.474
P1 -1.486 -0.725 -4.239
P2 -3.225 -1.497 -3.254
O1 -4.336 -1.957 -4.108
O2 -3.734 -0.320 -2.252
O3 -2.688 -2.582 -2.193
H1 1.281 -4.649 0.291
H2 -0.478 -4.612 0.236
H3 0.377 -6.102 -0.203
H4 1.005 -3.648 -6.443
H5 -0.602 -3.515 -6.387
H6 3.125 -2.092 -4.493
H7 2.311 -0.762 -5.358
H8 3.102 -0.973 -2.448
H9 1.625 -0.102 -2.749
H10 2.384 1.955 -1.918
H11 3.693 4.000 -2.238
H12 5.445 4.103 -4.009
H13 5.839 2.125 -5.439
H14 4.514 0.075 -5.113
H15 -2.029 -0.756 -5.534
H16 -2.985 0.232 -1.990
H17 -3.283 -2.621 -1.433
C12 -1.833 5.694 -2.501
C13 -1.868 4.344 -1.757
C14 -2.980 4.336 -0.702
C15 -2.660 5.163 0.543
C16 -1.305 4.770 1.131
C17 -0.166 4.843 0.112
N2 -0.556 4.046 -1.093
O4 -0.354 2.790 -0.931
C18 0.154 6.301 -0.243
C19 1.105 4.235 0.692
C20 -2.124 3.258 -2.792
H18 -0.825 5.927 -2.842
H19 -2.473 5.639 -3.380
H20 -2.192 6.526 -1.896
H21 -3.164 3.301 -0.399
H22 -3.898 4.694 -1.174
H23 -2.681 6.232 0.312
H24 -3.439 5.000 1.290
H25 -1.052 5.410 1.980
H26 -1.367 3.746 1.511
H27 0.883 6.345 -1.053
H28 0.589 6.785 0.632
H29 -0.714 6.884 -0.533
H30 0.942 3.222 1.050
H31 1.438 4.852 1.528
H32 1.897 4.207 -0.058
H33 -1.310 3.195 -3.514
H34 -3.048 3.485 -3.326
H35 -2.234 2.280 -2.336
C21 -0.584 -4.703 6.396
C22 0.271 -4.496 5.130
C23 1.439 -3.545 5.414
C24 1.027 -2.078 5.536
C25 0.208 -1.637 4.324
C26 -1.008 -2.529 4.063
N3 -0.545 -3.954 3.995
O5 -0.064 -4.262 2.848
C27 -2.076 -2.331 5.145
C28 -1.641 -2.165 2.727
C29 0.808 -5.859 4.709
H36 -1.622 -4.910 6.137
H37 -0.206 -5.558 6.956
H38 -0.564 -3.847 7.068
H39 2.168 -3.639 4.604
H40 1.935 -3.879 6.329
H41 0.468 -1.910 6.461
H42 1.925 -1.461 5.608
H43 -0.140 -0.608 4.447
H44 0.846 -1.652 3.436
H45 -2.887 -3.049 5.018
H46 -2.493 -1.329 5.041
H47 -1.701 -2.416 6.161
H48 -0.918 -2.177 1.916
H49 -2.052 -1.157 2.799
H50 -2.453 -2.850 2.477
H51 -0.006 -6.532 4.437
H52 1.353 -6.290 5.551
H53 1.484 -5.783 3.862

Cartesian forces (eV/Å) of the 2 atoms listed first:
-0.0095 0.1120 -0.1168
-0.0188 0.4868 0.4083

As for the max |F|: 0.01728 hartree/bohr. The spin multiplicity is 3. The total charge is -1. Its HOMO-LUMO gap (spin up / spin down) is 0.2512 / 0.2509 Eh. The LUMO energy (spin up / spin down) comes out at 2.056 / 2.047 eV.

Results of the Löwdin charge analysis, in e, for atoms 1 through 6: C -0.202; C -0.899; Br 0.692; C -0.751; Br 0.664; In 0.462